Record 1
17
Properties=species:S:1:pos:R:3 method="wB97M-V/def2-TZVPD" homo_lumo_gap_ev=9.16 relative_energy_kj_mol=222.4 smiles="[H]/N=C/N1C[C@@H]2N[C@@H]2C=N1" total_charge=0
C 2.352 -0.320 -0.069
C -0.032 -1.056 -0.155
C -1.378 -0.640 0.355
C -1.711 0.815 0.251
C -0.591 1.714 -0.119
H 4.179 0.023 -0.099
H 2.421 -1.426 -0.087
H 0.010 -1.465 -1.178
H 0.432 -1.859 0.455
H -1.774 -1.199 1.211
H -3.317 -0.241 -0.394
H -2.345 1.187 1.040
H -0.800 2.759 -0.243
N 3.302 0.533 -0.032
N 0.965 0.037 -0.095
N -2.349 -0.178 -0.674
N 0.634 1.317 -0.167

Record 2
29
Properties=species:S:1:pos:R:3 method="wB97M-V/def2-TZVPD" homo_lumo_gap_ev=10.68 relative_energy_kj_mol=62.4 total_charge=+1
C -0.583 -1.071 1.654
C -0.772 0.011 0.618
C -2.164 0.679 0.591
C -2.074 1.996 -0.137
O -1.757 1.799 -1.470
O -2.322 3.094 0.260
N -0.465 -0.514 -0.772
H 0.419 -1.015 2.053
H -1.192 -0.751 2.514
H -1.043 -2.048 1.559
H -0.084 0.841 0.784
H -2.936 0.088 0.103
H -2.588 0.819 1.582
H -2.104 2.571 -1.943
H 0.445 -0.059 -1.071
H -0.201 -1.494 -0.669
H -1.135 -0.395 -1.527
H 1.317 -3.484 0.583
H 2.310 -2.803 1.526
O 1.440 -3.218 1.500
H 1.798 1.574 -2.003
H 2.496 0.807 -0.783
O 1.670 1.014 -1.233
H 1.448 -3.219 -2.241
H 1.414 -2.025 -3.168
O 1.005 -2.369 -2.360
H 1.581 3.111 2.058
H 2.510 3.039 0.898
O 1.567 3.024 1.096

Record 3
153
Properties=species:S:1:pos:R:3 method="wB97M-V/def2-TZVPD" homo_lumo_gap_ev=0.97 relative_energy_kj_mol=609.8 total_charge=+2
In 8.441 27.023 11.862
O 8.504 21.520 6.540
C 8.644 22.396 7.522
O 9.691 23.075 7.636
O 7.737 22.618 8.320
H 7.575 21.327 6.682
C 13.758 23.844 1.048
O 14.026 24.921 0.125
C 13.251 26.106 0.408
C 14.034 27.320 -0.033
N 13.818 27.641 -1.468
C 14.667 28.728 -1.906
C 14.649 28.947 -3.443
O 13.508 29.573 -3.848
C 13.520 29.973 -5.213
H 12.734 23.542 0.824
H 13.789 24.118 2.102
H 14.431 23.014 0.832
H 13.070 26.276 1.469
H 12.327 25.961 -0.153
H 15.068 27.157 0.270
H 13.700 28.205 0.508
H 12.843 27.683 -1.730
H 15.706 28.517 -1.652
H 14.419 29.640 -1.364
H 14.721 28.035 -4.036
H 15.523 29.584 -3.579
H 13.498 29.066 -5.817
H 14.354 30.627 -5.470
H 12.585 30.471 -5.470
C 2.970 15.267 3.595
O 2.335 16.418 3.009
C 3.085 17.519 2.575
C 3.930 18.205 3.714
N 3.130 18.868 4.758
C 2.560 20.152 4.377
C 1.598 20.659 5.466
O 0.487 19.775 5.620
C -0.353 20.260 6.653
H 2.217 14.480 3.539
H 3.218 15.498 4.631
H 3.810 14.905 3.001
H 2.444 18.291 2.148
H 3.711 17.258 1.722
H 4.693 18.906 3.376
H 4.496 17.382 4.150
H 2.386 18.200 4.899
H 1.990 19.975 3.465
H 3.337 20.895 4.197
H 1.336 21.717 5.463
H 2.203 20.599 6.371
H 0.176 20.403 7.595
H -1.182 19.564 6.774
H -0.781 21.191 6.282
C 3.419 8.482 5.568
O 4.426 8.852 6.487
C 4.192 8.183 7.738
C 5.098 8.678 8.866
N 4.975 10.122 9.139
C 5.970 10.609 10.114
C 5.873 12.148 10.296
O 5.885 12.814 9.074
C 5.905 14.215 9.323
H 2.447 8.804 5.942
H 3.396 7.402 5.423
H 3.660 8.910 4.595
H 4.368 7.113 7.629
H 3.202 8.375 8.152
H 6.142 8.456 8.645
H 4.867 8.212 9.824
H 5.007 10.741 8.341
H 7.013 10.389 9.890
H 5.712 10.169 11.077
H 6.701 12.511 10.905
H 4.932 12.397 10.785
H 5.961 14.733 8.365
H 6.731 14.546 9.952
H 4.992 14.557 9.810
C 11.251 30.766 12.425
O 11.385 29.721 13.358
C 12.431 29.819 14.327
C 12.243 28.914 15.495
N 12.306 27.596 14.950
C 12.251 26.531 15.885
C 12.409 25.157 15.256
O 11.445 24.890 14.236
C 11.723 23.575 13.693
H 11.310 31.766 12.855
H 10.267 30.643 11.972
H 12.025 30.664 11.665
H 12.476 30.834 14.724
H 13.424 29.740 13.885
H 11.324 29.100 16.051
H 13.007 29.016 16.266
H 13.192 27.496 14.477
H 11.375 26.526 16.534
H 13.075 26.641 16.590
H 12.262 24.390 16.016
H 13.426 25.033 14.884
H 12.729 23.546 13.274
H 11.014 23.196 12.957
H 11.546 22.828 14.467
C 2.432 22.437 13.740
C 3.164 23.522 13.046
C 2.406 24.815 12.839
O 3.079 25.670 11.980
C 2.116 26.555 11.348
N 4.380 23.798 13.784
H 1.702 22.717 14.499
H 3.049 21.692 14.241
H 1.847 21.822 13.056
H 3.560 23.123 12.112
H 2.094 25.303 13.763
H 1.470 24.496 12.382
H 1.520 26.078 10.570
H 2.637 27.394 10.886
H 1.575 27.061 12.148
H 4.096 24.049 14.720
H 4.671 22.870 14.056
C 11.343 11.021 6.294
C 12.481 12.089 6.384
C 11.877 13.425 6.820
O 12.874 14.385 6.812
C 12.389 15.678 7.090
N 13.375 11.497 7.368
H 11.678 9.996 6.135
H 10.711 11.245 5.434
H 10.722 10.992 7.189
H 12.986 12.232 5.428
H 11.463 13.272 7.817
H 11.115 13.740 6.108
H 11.589 15.679 7.831
H 11.913 16.148 6.229
H 13.218 16.305 7.419
H 14.122 12.177 7.364
H 12.875 11.584 8.241
C 17.046 25.858 9.361
C 16.511 26.070 10.797
C 17.433 26.939 11.685
O 16.906 27.063 13.079
C 17.775 27.646 14.027
N 15.139 26.521 10.772
H 18.101 25.611 9.247
H 16.808 26.696 8.706
H 16.421 25.104 8.883
H 16.470 25.078 11.246
H 17.543 27.947 11.287
H 18.478 26.630 11.665
H 18.843 27.522 13.850
H 17.600 27.346 15.060
H 17.669 28.708 13.802
H 14.645 26.028 10.042
H 15.138 27.426 10.324